[1]
Formula: C71H184N12O22
Source: OMol25
Level of theory: the ωB97M-V functional and the def2-TZVPD basis

Structure (XYZ):
```
289
Properties=species:S:1:pos:R:3:mulliken_charge:R:1
C -4.01 3.05 -5.70 -1.189
C -4.14 1.54 -6.08 0.571
C -4.63 1.33 -7.46 -1.314
O -2.88 0.94 -6.02 -0.542
H -4.93 3.60 -5.50 0.354
H -3.38 3.54 -6.45 0.313
H -3.58 3.06 -4.70 0.289
H -4.83 1.05 -5.39 0.158
H -5.60 1.81 -7.61 0.331
H -4.73 0.26 -7.65 0.384
H -3.98 1.77 -8.21 0.326
H -2.94 0.04 -6.35 0.319
C 0.49 9.07 -2.68 -1.391
C -0.91 9.45 -2.98 0.621
C -1.88 9.35 -1.82 -1.148
O -0.91 10.76 -3.47 -0.563
H 0.84 9.63 -1.82 0.304
H 1.15 9.39 -3.48 0.329
H 0.73 8.01 -2.56 0.366
H -1.20 8.83 -3.83 0.213
H -1.54 9.95 -0.97 0.288
H -1.99 8.35 -1.42 0.338
H -2.88 9.60 -2.18 0.314
H -1.68 10.91 -4.02 0.329
C 1.98 -1.05 7.72 -1.161
C 2.59 0.02 8.61 0.443
C 3.26 1.19 7.84 -1.169
O 1.47 0.42 9.44 -0.543
H 1.43 -1.81 8.28 0.318
H 2.63 -1.67 7.10 0.348
H 1.27 -0.58 7.05 0.277
H 3.38 -0.46 9.18 0.206
H 3.82 1.74 8.60 0.292
H 2.56 1.79 7.26 0.341
H 4.03 0.80 7.17 0.331
H 1.34 -0.21 10.15 0.315
C 8.73 -8.33 -1.24 -1.291
C 9.00 -9.48 -0.23 0.247
C 10.21 -10.27 -0.59 -0.543
O 9.89 -10.98 -1.85 -0.313
C 10.88 -11.99 -2.06 -0.740
N 9.17 -8.84 1.09 -0.630
H 8.66 -8.66 -2.28 0.332
H 9.58 -7.66 -1.20 0.318
H 7.77 -7.83 -1.09 0.333
H 8.20 -10.21 -0.11 0.314
H 10.33 -10.97 0.24 0.337
H 11.11 -9.65 -0.66 0.304
H 11.90 -11.59 -2.04 0.299
H 10.61 -12.35 -3.05 0.258
H 10.78 -12.85 -1.40 0.290
H 9.91 -8.15 1.06 0.224
H 9.27 -9.52 1.83 0.261
C -9.05 8.38 -1.48 -1.486
C -8.67 7.31 -2.49 0.400
C -9.75 6.22 -2.67 -0.652
O -9.44 5.29 -3.70 -0.283
C -10.44 4.33 -4.07 -0.737
N -8.65 8.09 -3.74 -0.756
H -9.17 8.02 -0.45 0.373
H -10.06 8.70 -1.72 0.356
H -8.45 9.29 -1.55 0.379
H -7.68 6.92 -2.28 0.306
H -10.75 6.61 -2.84 0.333
H -9.83 5.56 -1.80 0.358
H -11.44 4.76 -4.11 0.311
H -10.52 3.53 -3.33 0.284
H -10.23 3.98 -5.08 0.240
H -9.52 8.61 -3.80 0.278
H -8.74 7.34 -4.42 0.295
C -3.90 4.96 8.69 -1.289
C -2.82 5.46 7.73 0.432
C -3.16 6.85 7.15 -0.775
O -4.35 6.90 6.36 -0.233
C -4.70 8.13 5.87 -0.749
N -1.48 5.41 8.27 -0.681
H -4.12 5.69 9.47 0.296
H -3.61 3.99 9.10 0.402
H -4.78 4.84 8.06 0.307
H -2.92 4.86 6.83 0.194
H -2.36 7.13 6.45 0.367
H -3.18 7.62 7.93 0.375
H -3.94 8.33 5.13 0.318
H -4.77 8.94 6.60 0.281
H -5.63 7.96 5.32 0.230
H -1.38 5.92 9.13 0.254
H -1.34 4.44 8.52 0.271
C 6.45 7.30 1.87 -1.421
C 5.29 8.23 1.53 0.578
C 3.94 7.75 2.10 -0.663
O 3.61 6.43 1.73 -0.280
C 2.29 6.11 2.19 -0.811
N 5.68 9.55 1.93 -0.674
H 7.41 7.77 1.68 0.430
H 6.53 6.44 1.21 0.331
H 6.48 6.87 2.88 0.317
H 5.21 8.19 0.44 0.256
H 3.06 8.36 1.90 0.338
H 4.10 7.78 3.18 0.242
H 1.44 6.68 1.84 0.314
H 2.17 6.15 3.28 0.334
H 2.06 5.06 1.98 0.275
H 5.86 9.74 2.91 0.210
H 5.09 10.32 1.64 0.222
C -15.77 9.53 3.57 -1.334
C -14.38 9.78 4.15 0.620
C -13.27 8.80 3.63 -0.904
O -13.55 7.44 3.60 -0.318
C -13.81 6.83 4.86 -0.655
N -13.99 11.17 3.86 -0.700
H -16.10 8.50 3.76 0.305
H -15.82 9.65 2.49 0.347
H -16.57 10.11 4.04 0.377
H -14.45 9.61 5.23 0.181
H -12.27 9.00 4.00 0.424
H -13.09 9.04 2.58 0.378
H -14.08 5.80 4.65 0.216
H -14.64 7.37 5.32 0.275
H -12.90 6.85 5.45 0.292
H -13.08 11.26 4.30 0.248
H -14.61 11.86 4.25 0.248
C 4.39 -4.21 -6.36 -0.790
O 5.46 -4.83 -7.02 -0.271
C 5.06 -5.44 -8.25 -0.477
C 6.48 -5.86 -8.83 -0.541
N 6.33 -6.62 -10.08 -0.352
C 7.59 -7.17 -10.47 -0.653
C 7.38 -8.17 -11.58 -0.632
O 7.19 -7.55 -12.86 -0.319
C 6.82 -8.52 -13.86 -0.745
H 3.77 -3.53 -6.95 0.305
H 4.75 -3.60 -5.53 0.265
H 3.74 -4.92 -5.84 0.306
H 4.40 -4.84 -8.88 0.347
H 4.33 -6.22 -8.00 0.347
H 6.89 -6.53 -8.07 0.276
H 7.11 -5.00 -9.02 0.260
H 6.14 -5.99 -10.85 0.244
H 8.13 -7.64 -9.65 0.487
H 8.28 -6.39 -10.79 0.363
H 6.65 -8.91 -11.27 0.345
H 8.28 -8.78 -11.62 0.370
H 6.69 -7.88 -14.73 0.259
H 5.90 -9.06 -13.64 0.308
H 7.65 -9.17 -14.15 0.300
C -1.66 -7.04 -3.06 -0.714
O -2.82 -6.27 -3.05 -0.299
C -3.66 -6.33 -1.93 -0.521
C -4.86 -5.30 -2.13 -0.752
N -5.59 -5.45 -3.37 -0.216
C -6.71 -4.47 -3.50 -0.809
C -7.23 -4.52 -4.92 -0.551
O -7.91 -5.76 -5.14 -0.314
C -8.29 -6.00 -6.50 -0.709
H -0.82 -6.46 -2.67 0.238
H -1.37 -7.35 -4.07 0.233
H -1.84 -7.96 -2.51 0.320
H -3.06 -6.13 -1.04 0.388
H -4.06 -7.34 -1.87 0.340
H -4.46 -4.29 -2.19 0.343
H -5.62 -5.37 -1.35 0.408
H -6.06 -6.34 -3.31 0.195
H -6.42 -3.44 -3.31 0.466
H -7.50 -4.62 -2.76 0.408
H -6.34 -4.46 -5.54 0.313
H -7.97 -3.73 -5.07 0.418
H -7.40 -6.01 -7.13 0.303
H -8.98 -5.22 -6.82 0.280
H -8.76 -6.98 -6.55 0.232
C 8.46 0.27 2.38 -0.725
O 8.97 -0.70 3.21 -0.355
C 9.87 -1.54 2.46 -0.461
C 10.86 -2.26 3.38 -0.433
N 11.71 -3.33 2.81 -0.413
C 12.46 -2.93 1.58 -1.023
C 13.37 -1.70 1.71 -0.393
O 14.36 -1.84 2.72 -0.374
C 14.78 -0.60 3.29 -0.682
H 9.24 0.95 2.03 0.296
H 7.66 0.78 2.92 0.256
H 8.07 -0.16 1.46 0.321
H 10.33 -1.04 1.61 0.319
H 9.28 -2.33 1.99 0.308
H 10.38 -2.59 4.30 0.412
H 11.54 -1.49 3.74 0.176
H 12.47 -3.53 3.45 0.341
H 11.79 -2.84 0.73 0.366
H 13.18 -3.71 1.34 0.431
H 12.73 -0.82 1.77 0.377
H 13.81 -1.57 0.72 0.426
H 14.08 -0.13 3.99 0.257
H 15.02 0.01 2.42 0.311
H 15.72 -0.71 3.84 0.264
C 8.77 5.91 -5.85 -0.752
O 7.62 5.04 -5.74 -0.302
C 6.61 5.68 -5.03 -0.636
C 5.56 4.67 -4.68 -0.738
N 4.73 4.42 -5.87 -0.433
C 4.11 3.14 -5.85 -0.639
C 3.34 2.88 -7.10 -0.574
O 4.28 2.79 -8.21 -0.296
C 3.69 2.37 -9.46 -0.735
H 9.52 5.52 -6.55 0.250
H 9.22 6.11 -4.88 0.294
H 8.44 6.87 -6.24 0.313
H 6.29 6.54 -5.62 0.352
H 7.03 6.16 -4.15 0.569
H 4.89 5.01 -3.89 0.388
H 5.93 3.74 -4.25 0.340
H 5.45 4.38 -6.58 0.306
H 3.46 3.10 -4.97 0.368
H 4.91 2.40 -5.73 0.369
H 2.65 3.66 -7.41 0.335
H 2.81 1.93 -7.15 0.412
H 3.23 1.38 -9.49 0.270
H 4.50 2.42 -10.18 0.231
H 2.94 3.12 -9.73 0.310
C 0.89 -2.93 1.68 -0.734
O 0.28 -1.94 0.89 -0.312
C -0.43 -1.01 1.70 -0.485
C -1.28 -0.07 0.78 -0.616
N -2.14 0.77 1.65 -0.347
C -2.95 1.61 0.80 -0.588
C -3.96 2.47 1.68 -0.734
O -5.00 1.79 2.36 -0.259
C -5.84 2.60 3.16 -0.637
H 1.56 -3.56 1.10 0.266
H 0.12 -3.56 2.12 0.305
H 1.55 -2.47 2.42 0.289
H 0.24 -0.53 2.42 0.379
H -1.07 -1.60 2.36 0.310
H -1.89 -0.64 0.09 0.311
H -0.56 0.55 0.24 0.268
H -2.70 0.16 2.24 0.247
H -3.56 0.97 0.16 0.388
H -2.23 2.23 0.27 0.368
H -4.53 3.12 1.01 0.429
H -3.35 3.10 2.33 0.366
H -6.07 3.56 2.70 0.403
H -5.40 2.85 4.12 0.264
H -6.74 1.99 3.30 0.089
C -5.53 -1.40 6.97 -0.730
O -6.14 -2.11 5.91 -0.364
C -6.83 -1.29 4.97 -0.095
C -7.49 -2.15 3.93 -0.632
N -8.09 -1.30 2.87 -0.352
C -9.49 -0.98 3.23 -0.401
C -10.14 -0.08 2.11 -0.465
O -11.39 0.53 2.54 -0.308
C -11.98 1.34 1.53 -0.775
H -6.21 -1.02 7.73 0.290
H -4.92 -0.56 6.65 0.293
H -4.83 -2.11 7.42 0.272
H -6.22 -0.54 4.47 0.130
H -7.60 -0.78 5.54 0.289
H -8.20 -2.83 4.40 0.309
H -6.71 -2.77 3.49 0.322
H -7.56 -0.44 2.94 0.175
H -9.39 -0.37 4.13 0.250
H -10.03 -1.90 3.46 0.361
H -10.35 -0.76 1.27 0.290
H -9.45 0.69 1.77 0.267
H -12.17 0.97 0.53 0.309
H -11.40 2.25 1.37 0.304
H -12.99 1.65 1.81 0.291
C 5.13 -6.59 8.09 -0.731
O 4.12 -7.38 7.47 -0.309
C 4.68 -8.08 6.34 -0.803
C 3.67 -8.96 5.69 -0.285
N 4.21 -9.73 4.54 -0.307
C 3.21 -10.38 3.69 -0.421
C 2.33 -11.28 4.56 -0.567
O 1.64 -12.27 3.80 -0.370
C 0.71 -13.03 4.64 -0.726
H 5.97 -7.23 8.33 0.315
H 4.70 -6.03 8.92 0.250
H 5.56 -5.81 7.46 0.300
H 5.59 -8.67 6.48 0.445
H 5.00 -7.38 5.56 0.340
H 2.88 -8.26 5.41 0.234
H 3.35 -9.63 6.49 0.222
H 4.87 -9.18 4.01 0.228
H 3.80 -11.03 3.05 0.319
H 2.59 -9.64 3.19 0.301
H 1.69 -10.74 5.25 0.358
H 3.03 -11.89 5.13 0.328
H 0.25 -13.80 4.01 0.279
H -0.05 -12.44 5.15 0.294
H 1.25 -13.66 5.35 0.305
```

Properties
Net charge ... 0
2S+1 ... 1
Calculated total energy ... -5127.17675 Ha


[2]
Formula: C71H70Cl3CsN7O2S4Se2Si
Source: OMol25
Level of theory: the ωB97M-V functional and the def2-TZVPD basis

Structure (XYZ):
```
161
Properties=species:S:1:pos:R:3:mulliken_charge:R:1
Cs -0.49 0.15 0.50 0.145
C -3.77 1.84 5.66 -0.939
N -4.24 2.21 4.36 0.585
C -5.43 2.82 4.05 -1.077
C -5.48 2.95 2.71 -0.802
N -4.31 2.43 2.18 2.380
C -3.53 1.97 3.21 -1.753
S -2.03 1.30 3.24 0.809
C -4.06 2.27 0.81 -0.609
C -5.12 2.24 -0.09 -0.883
C -4.83 2.04 -1.43 -1.418
C -3.50 1.91 -1.81 -1.250
C -2.53 1.98 -0.83 -1.586
N -2.80 2.16 0.45 2.062
H -4.44 2.23 6.42 0.372
H -2.76 2.23 5.80 0.262
H -3.71 0.75 5.74 0.280
H -6.14 3.11 4.80 0.588
H -6.22 3.40 2.09 0.561
H -6.14 2.30 0.24 0.407
H -5.63 1.99 -2.15 0.383
H -3.24 1.75 -2.85 0.581
H -1.48 1.88 -1.07 0.797
Cl 4.84 -5.54 -0.08 -0.308
C 3.91 -4.15 -0.52 0.232
C 2.80 -3.81 0.24 -0.664
C 2.02 -2.74 -0.12 0.259
Cl 0.64 -2.44 0.87 0.381
C 2.28 -1.91 -1.26 -1.894
O 1.53 -0.98 -1.67 -0.442
C 3.47 -2.31 -1.93 1.138
Cl 3.97 -1.37 -3.29 -0.294
C 4.26 -3.39 -1.61 -0.655
H 2.54 -4.40 1.11 0.519
H 5.13 -3.62 -2.21 0.486
C 0.02 -2.62 -5.72 -1.271
Se 0.75 -1.92 -4.03 0.428
C 0.31 -0.06 -4.44 -0.644
C 1.33 0.94 -3.94 -1.154
Se 1.01 1.57 -2.10 0.816
C 0.56 3.41 -2.63 -0.944
H -1.02 -2.31 -5.83 0.307
H 0.07 -3.71 -5.67 0.319
H 0.61 -2.28 -6.58 0.348
H -0.68 0.13 -4.01 -0.058
H 0.24 -0.01 -5.53 0.633
H 1.32 1.83 -4.57 0.841
H 2.33 0.50 -3.96 0.113
H 1.34 3.82 -3.27 0.531
H 0.52 3.99 -1.71 -0.058
H -0.40 3.46 -3.14 0.336
N 1.90 0.44 1.53 0.733
S 3.18 1.00 1.85 1.001
N 3.26 2.55 2.58 -0.050
S 2.10 2.93 3.51 1.166
N 0.69 3.19 2.98 -0.173
S 0.42 3.53 1.37 1.160
N 0.46 2.51 0.35 -0.101
C -1.13 4.45 1.55 -0.328
C -1.71 4.67 2.79 0.057
C -2.94 5.30 2.86 -0.718
C -3.58 5.71 1.70 -0.785
C -2.98 5.50 0.46 -0.614
C -1.76 4.86 0.39 -0.397
C 1.65 4.84 1.15 0.512
C 2.73 4.52 0.34 -0.005
C 3.76 5.43 0.19 -0.848
C 3.70 6.66 0.84 -0.918
C 2.61 6.98 1.63 -0.878
C 1.58 6.06 1.79 -0.237
C 2.67 4.46 4.28 0.173
C 1.79 5.15 5.11 -0.764
C 2.15 6.40 5.58 -0.741
C 3.37 6.96 5.22 -0.587
C 4.24 6.26 4.41 -0.925
C 3.89 5.00 3.93 -0.328
C 1.89 1.77 4.88 0.303
C 2.52 1.97 6.09 -0.252
C 2.37 1.03 7.10 -1.040
C 1.60 -0.11 6.88 -0.632
C 0.99 -0.30 5.65 -1.296
C 1.13 0.64 4.64 -0.001
C 4.42 1.33 0.58 0.446
C 4.08 1.12 -0.74 0.790
C 4.95 1.53 -1.73 -0.812
C 6.17 2.09 -1.40 -0.962
C 6.53 2.24 -0.06 -1.014
C 5.64 1.86 0.93 -0.333
C 4.08 0.09 3.15 0.516
C 3.88 -1.28 3.20 -0.703
C 4.42 -2.01 4.24 -0.856
C 5.14 -1.37 5.24 -0.695
C 5.34 0.00 5.18 -1.046
C 4.81 0.73 4.13 0.224
H -1.20 4.31 3.67 0.426
H -3.41 5.47 3.82 0.439
H -4.55 6.18 1.75 0.391
H -3.48 5.81 -0.44 0.469
H -1.29 4.65 -0.56 0.379
H 2.73 3.56 -0.15 0.186
H 4.60 5.19 -0.44 0.519
H 4.50 7.37 0.72 0.409
H 2.56 7.94 2.12 0.425
H 0.72 6.30 2.41 0.443
H 0.84 4.70 5.37 0.439
H 1.47 6.95 6.22 0.427
H 3.63 7.95 5.57 0.378
H 5.19 6.69 4.13 0.447
H 4.53 4.44 3.27 0.450
H 3.13 2.85 6.26 0.595
H 2.85 1.17 8.05 0.461
H 1.48 -0.84 7.66 0.447
H 0.40 -1.19 5.46 0.636
H 0.68 0.49 3.68 0.347
H 3.13 0.67 -0.96 -0.352
H 4.68 1.38 -2.77 0.434
H 6.85 2.41 -2.17 0.401
H 7.49 2.64 0.20 0.427
H 5.90 1.98 1.98 0.364
H 3.29 -1.74 2.42 0.446
H 4.26 -3.08 4.28 0.514
H 5.53 -1.93 6.07 0.377
H 5.90 0.50 5.96 0.432
H 4.94 1.80 4.09 0.224
C -3.28 -1.61 -3.08 -0.862
C -3.33 -2.74 -2.07 2.607
C -4.29 -3.82 -2.58 -2.082
C -1.95 -3.37 -1.97 -1.608
Si -3.66 -1.98 -0.33 -2.732
O -2.59 -0.94 0.07 2.315
C -5.41 -1.23 -0.10 0.880
C -5.58 -0.62 1.13 -0.424
C -6.78 -0.05 1.51 -0.413
C -7.86 -0.10 0.64 -0.730
C -7.71 -0.67 -0.61 -0.657
C -6.49 -1.23 -0.97 -0.242
C -3.85 -3.51 0.81 0.389
C -4.96 -4.35 0.79 -0.173
C -5.06 -5.45 1.62 -0.841
C -4.03 -5.74 2.51 -0.541
C -2.92 -4.91 2.56 -0.636
C -2.84 -3.81 1.72 0.034
H -3.00 -1.97 -4.08 0.410
H -2.53 -0.88 -2.75 -0.317
H -4.24 -1.10 -3.15 0.246
H -3.96 -4.19 -3.55 0.533
H -5.30 -3.44 -2.69 0.248
H -4.32 -4.66 -1.89 0.407
H -1.61 -3.75 -2.94 0.340
H -1.95 -4.19 -1.26 0.305
H -1.23 -2.62 -1.63 0.228
H -4.73 -0.59 1.80 0.214
H -6.89 0.43 2.48 0.444
H -8.82 0.32 0.94 0.386
H -8.55 -0.69 -1.30 0.383
H -6.39 -1.67 -1.95 0.088
H -5.77 -4.12 0.11 0.367
H -5.93 -6.09 1.58 0.395
H -4.09 -6.61 3.15 0.350
H -2.12 -5.12 3.25 0.446
H -1.98 -3.16 1.75 0.027
```

Properties
Net charge ... -1
Relative energy (zero: lowest compared OMol25 entry of this formula, charge and spin) ... 204.0 kJ/mol
2S+1 ... 1
Calculated total energy ... -11366.92773 Ha


In order of appearance, HOMO = -8.7, -4.2 eV.
In order of appearance, lowest unoccupied orbital energy = 0.007, 0.052 hartree.
In order of appearance, Kohn-Sham gap = 0.3277, 0.2073 Ha.